Entry 1:
ORCA calculation (the ωB97M-V functional and the def2-TZVPD basis) on a structure of composition C14H32BaInO in a non-equilibrium geometry.

Net charge: +1
LUMO energy in eV: -6.15
2S+1: 1
Gap between HOMO and LUMO in eV: 2.39
E_HOMO in eV: -8.5

Each line ends with the Mulliken charge.
Geometry (Å):
C (-5.37323, 2.13137, 1.85548)  -0.975
C (-3.94000, 1.51884, 2.43920)  -0.532
C (-2.64160, 2.14118, 1.61978)  0.073
C (-2.08142, 3.44097, 2.45156)  -0.724
C (-0.45433, 3.46705, 2.65105)  -0.792
C (0.16771, 2.10692, 3.35670)  -0.117
C (1.18916, 1.30102, 2.33826)  -0.874
C (0.66650, -0.19379, 1.90901)  -0.025
C (0.97688, -0.43487, 0.28287)  -0.770
C (0.66151, -2.04259, -0.05514)  -0.411
C (2.01239, -2.94611, -0.21733)  -0.392
C (2.76342, -2.87737, -1.66267)  -1.008
In (1.57296, -2.04147, -3.38431)  0.932
O (0.19154, -3.46620, -4.16760)  -0.830
C (3.00359, -1.59240, -5.13519)  -0.651
C (2.38226, -2.09707, -6.59785)  -0.787
H (-5.61152, 3.20297, 2.31618)  0.244
H (-6.24772, 1.42973, 2.23662)  0.305
H (-5.37731, 2.23274, 0.68194)  0.301
H (-4.04033, 0.34595, 2.33701)  0.261
H (-3.88547, 1.73451, 3.60506)  0.279
H (-1.82535, 1.33607, 1.35605)  -0.320
H (-3.07733, 2.52625, 0.58007)  0.402
H (-2.35306, 4.39917, 1.79595)  0.293
H (-2.69996, 3.56942, 3.45307)  0.358
H (-0.20754, 4.38946, 3.36583)  0.308
H (0.14152, 3.68265, 1.64411)  0.324
H (0.85491, 2.48988, 4.25415)  0.298
H (-0.64776, 1.42417, 3.84581)  0.112
H (1.41228, 1.92342, 1.35528)  0.371
H (2.25611, 1.14283, 2.84887)  0.324
H (-0.44825, -0.42944, 2.19270)  0.402
H (1.33215, -0.99287, 2.49278)  0.032
H (2.06995, -0.11597, 0.00043)  0.407
H (0.17602, 0.22207, -0.28472)  0.303
H (-0.13740, -2.17362, -0.91439)  0.372
H (0.11399, -2.44058, 0.92916)  -0.005
H (1.80636, -4.06722, 0.10019)  0.274
H (2.79112, -2.53649, 0.58914)  0.068
H (3.79629, -2.31853, -1.54596)  0.268
H (3.04451, -4.00082, -1.95062)  0.301
H (0.66660, -0.57134, -2.89685)  -0.396
H (0.71595, -4.14299, -4.71260)  0.228
H (4.03555, -2.17194, -5.02543)  0.192
H (3.18117, -0.42370, -5.26968)  0.204
H (2.99549, -1.66494, -7.50529)  0.302
H (2.43677, -3.28250, -6.71545)  0.186
H (1.27856, -1.71494, -6.72965)  0.208
Ba (0.35638, -1.41886, 3.88641)  1.676

---

Entry 2:
ORCA calculation (the ωB97M-V functional and the def2-TZVPD basis) on an isolated molecule of C8H8OS2 in a non-equilibrium geometry.

ΔE to the lowest compared entry with this formula, charge and spin in kcal per mole: 5.0
LUMO energy in eV: 0.67
2S+1: 1
Gap between HOMO and LUMO in eV: 9.89
E_HOMO in eV: -9.2

Each line ends with the Mulliken charge.
Geometry (Å):
C (0.51954, 0.45042, 1.82199)  -1.179
C (0.48463, 0.31100, 0.34386)  1.045
C (1.11737, 1.23833, -0.47517)  -0.821
C (0.97967, 1.11009, -1.88159)  -0.582
C (0.27307, 0.04686, -2.44557)  -0.543
C (-0.37467, -0.86448, -1.61633)  -0.765
C (-0.27636, -0.74075, -0.24192)  1.031
C (-0.83817, -1.68842, 0.71018)  -1.029
H (1.15824, 1.29142, 2.18759)  0.444
H (0.85998, -0.43312, 2.38524)  0.389
H (1.75786, 2.02035, -0.03969)  0.329
H (1.35621, 1.84978, -2.53576)  0.419
H (0.20288, -0.03494, -3.53699)  0.353
H (-0.89919, -1.74253, -1.98120)  0.358
H (-1.37338, -2.50883, 0.19089)  0.416
H (-0.06353, -2.14123, 1.31475)  0.359
O (-1.61945, 1.95994, 1.46437)  -0.512
S (-1.20906, 0.89856, 2.40088)  0.417
S (-2.05563, -1.02246, 1.93446)  -0.130

---

Entry 3:
ORCA calculation (the ωB97M-V functional and the def2-TZVPD basis) on a structure of composition C27H19ClIN4O5PbS.

Net charge: -1
ΔE to the lowest compared entry with this formula, charge and spin in kcal per mole: 21.2
LUMO energy in eV: 2.01
2S+1: 1
Gap between HOMO and LUMO in eV: 6.16
E_HOMO in eV: -4.1

Each line ends with the Mulliken charge.
Geometry (Å):
Pb (-0.43760, 0.10537, -1.25478)  1.127
O (-1.92483, -1.72154, -0.26347)  -0.628
N (-1.45023, -2.77339, 0.32846)  0.310
C (-2.23712, -3.36445, 1.24113)  -0.160
C (-1.88782, -4.52432, 1.88505)  -0.789
C (-0.66086, -5.11413, 1.57361)  -0.169
C (0.15718, -4.49259, 0.66587)  -1.010
C (-0.21356, -3.29389, 0.03295)  0.466
S (0.82079, -2.54133, -1.07040)  -0.405
H (-3.17027, -2.84591, 1.40777)  0.439
H (-2.55977, -4.95821, 2.60915)  0.393
H (-0.35931, -6.04017, 2.04166)  0.405
H (1.12026, -4.90083, 0.39707)  0.456
O (4.70043, 3.51103, -2.13953)  -0.577
C (4.82591, 2.85608, -1.01507)  0.465
O (5.74841, 3.04451, -0.25104)  -0.634
C (3.79894, 1.81344, -0.71383)  -0.149
C (3.94601, 0.84164, 0.26488)  0.292
Cl (5.21139, 0.60516, 1.36305)  -0.138
N (2.84068, 0.05892, 0.26620)  0.334
N (1.97884, 0.49574, -0.65522)  -0.161
C (2.52478, 1.52936, -1.27213)  0.099
C (1.78696, 2.22651, -2.39914)  0.616
O (2.45792, 2.97251, -3.14022)  -0.852
O (0.57093, 2.00925, -2.52038)  -0.608
C (2.63136, -1.07213, 1.08875)  0.167
C (3.62115, -2.04520, 1.16224)  -0.170
C (3.44580, -3.14629, 1.97973)  -0.853
C (2.28368, -3.29166, 2.71688)  -0.728
C (1.29467, -2.32406, 2.63627)  -0.630
C (1.46473, -1.21313, 1.83003)  0.271
H (3.79811, 3.30411, -2.62577)  0.453
H (4.51754, -1.95998, 0.56848)  0.517
H (4.22433, -3.89549, 2.02378)  0.359
H (2.14569, -4.17068, 3.32927)  0.396
H (0.37519, -2.43621, 3.19126)  0.401
H (0.68632, -0.47341, 1.75664)  0.047
C (-1.51108, 3.77218, 2.35452)  -0.329
C (-0.30863, 3.09865, 2.45940)  -0.880
C (-0.00447, 2.07125, 1.57745)  0.366
C (-0.87363, 1.65990, 0.56431)  -0.008
C (-2.07055, 2.37762, 0.48261)  -0.198
C (-2.38933, 3.40838, 1.35072)  -0.768
H (-1.75806, 4.57365, 3.03977)  0.345
H (0.40256, 3.37858, 3.22815)  0.375
H (0.96249, 1.59558, 1.69826)  0.208
H (-2.78628, 2.13423, -0.29022)  0.220
H (-3.32901, 3.93464, 1.23986)  0.383
I (-3.93341, 4.19238, -4.85798)  0.062
C (-3.91079, 2.40102, -3.74439)  -0.530
C (-5.05480, 1.62644, -3.64048)  -0.096
C (-4.98462, 0.45456, -2.89996)  -0.874
C (-3.77660, 0.11968, -2.30529)  -0.151
N (-2.70152, 0.88170, -2.41456)  -0.018
C (-2.74488, 2.00197, -3.10991)  -0.092
H (-5.97677, 1.91825, -4.12433)  0.383
H (-5.85587, -0.17482, -2.78797)  0.417
H (-3.64371, -0.77413, -1.71210)  0.369
H (-1.82768, 2.57365, -3.14706)  0.463